ORCA calculation (the ωB97M-V functional and the def2-TZVPD basis) on a 2-piece molecular cluster, C8H14N2P overall at a distorted geometry.

CARTESIAN COORDINATES (ANGSTROEM)
N (0.26, 2.12, -1.12)
C (-3.37, -1.11, 0.52)
H (3.45, 1.32, -0.44)
H (3.82, -0.09, 0.09)
P (1.98, -1.78, 0.36)
H (-0.41, 2.77, -0.69)
H (0.98, -2.16, -0.58)
H (-4.28, -1.65, 0.70)
C (-1.89, 0.73, 0.32)
H (1.28, 0.30, 1.19)
H (-1.60, 1.67, 0.76)
C (-3.03, 0.19, 0.88)
C (0.08, 0.82, -1.25)
H (1.37, -2.03, 1.54)
H (-2.69, -2.86, -0.42)
C (-2.58, -1.80, -0.38)
H (0.57, 0.29, -2.12)
C (1.73, -0.06, 0.28)
H (3.35, 1.06, 1.13)
C (-1.02, 0.07, -0.60)
H (-0.81, -1.66, -1.81)
N (3.13, 0.62, 0.27)
C (-1.42, -1.24, -0.95)
H (-3.61, 0.77, 1.63)
H (0.84, 2.57, -1.84)

Calculated values
HOMO-LUMO gap	7.8	eV
highest occupied orbital energy	-11.452	eV
lowest unoccupied orbital energy	-3.613	eV
relative energy (zero: lowest compared OMol25 entry of this formula, charge and spin)	38.8	kcal per mole
charge	+1

These are the natural (NBO) partial charges, in e, on atoms 1 to 4: number 1, N, carries -0.76; number 2, C, carries -0.16; number 3, H, carries 0.41; number 4, H, carries 0.43

***

ORCA calculation (the ωB97M-V functional and the def2-TZVPD basis) on an isolated ion of composition C8H14N3O3 and charge +1 at a distorted geometry.

CARTESIAN COORDINATES (ANGSTROEM)
H (2.58, -0.82, -2.38)
H (-1.14, -2.85, -1.71)
C (0.38, -0.78, 2.85)
H (0.35, -2.49, 1.28)
C (-0.27, 1.25, 2.15)
H (0.89, -1.27, 3.75)
N (1.20, 0.62, -2.90)
H (0.90, 1.15, 0.32)
O (-1.21, -2.18, -1.02)
H (-2.28, 0.91, -2.38)
H (-1.38, -0.77, 0.84)
C (-1.18, 0.61, -2.31)
C (-0.14, 1.15, -2.89)
O (0.69, 0.53, 2.89)
C (1.55, -0.57, -2.34)
H (-1.05, 2.38, -4.03)
H (-0.66, -0.88, 3.05)
O (-0.11, 2.15, -3.84)
H (1.86, 1.26, -3.41)
H (0.09, 2.37, 2.39)
H (-1.17, 1.16, 2.69)
C (0.66, -1.35, 1.42)
H (-1.03, 1.37, 0.11)
N (0.86, -1.36, -1.63)
C (-0.34, -1.09, -1.06)
H (1.61, -1.11, 0.87)
C (-0.20, 0.91, 0.63)
N (-0.38, -0.61, 0.45)

Calculated values
HOMO-LUMO gap	9.5	eV
highest occupied orbital energy	-12.560	eV
lowest unoccupied orbital energy	-3.039	eV
relative energy (zero: lowest compared OMol25 entry of this formula, charge and spin)	122.9	kcal per mole
charge	+1

These are the natural (NBO) partial charges, in e, on atoms 1 to 4: number 1, H, carries 0.21; number 2, H, carries 0.52; number 3, C, carries -0.10; number 4, H, carries 0.25

***

ORCA calculation (the ωB97M-V functional and the def2-TZVPD basis) on a 2-piece molecular cluster, C8H14N4O overall at a distorted geometry.

CARTESIAN COORDINATES (ANGSTROEM)
H (-2.33, 0.58, -1.92)
C (0.54, 0.62, 1.39)
H (1.08, -1.79, 0.35)
H (3.45, 1.08, 0.38)
C (1.43, 0.34, 0.13)
C (2.49, 1.39, -0.02)
H (-4.77, -0.70, 1.09)
N (-1.94, 1.89, -0.03)
H (-3.32, -0.54, -1.43)
H (0.10, 1.69, 1.35)
C (-2.69, 0.71, -0.07)
H (0.88, 0.21, 2.41)
H (2.67, -1.22, 1.01)
C (-1.22, 2.67, -0.56)
H (-3.71, -1.83, 0.41)
C (1.91, -1.08, 0.21)
H (-3.42, -1.61, 2.06)
H (2.44, -1.40, -0.73)
H (2.18, 2.37, 0.46)
C (0.53, 0.41, -1.01)
N (-3.06, 0.42, -1.29)
O (-0.79, 3.68, -0.94)
N (-2.84, 0.14, 1.06)
C (-3.75, -1.05, 1.15)
N (-0.29, 0.29, -1.81)
H (2.89, 1.50, -1.16)
H (-0.45, 0.05, 1.33)

Calculated values
HOMO-LUMO gap	9.9	eV
highest occupied orbital energy	-9.208	eV
lowest unoccupied orbital energy	0.648	eV
relative energy (zero: lowest compared OMol25 entry of this formula, charge and spin)	0.0	kcal per mole
SMILES	C/N=C(\N)N=C=O.CC(C)(C)C#N
charge	0

These are the natural (NBO) partial charges, in e, on atoms 1 to 4: number 1, H, carries 0.41; number 2, C, carries -0.63; number 3, H, carries 0.23; number 4, H, carries 0.23

***

ORCA calculation (the ωB97M-V functional and the def2-TZVPD basis) on an isolated ion of composition C8H14NO2Si and charge +1 at a distorted geometry.

CARTESIAN COORDINATES (ANGSTROEM)
H (-3.33, 0.77, -1.43)
H (0.41, 2.78, -0.93)
C (-1.74, 0.42, 1.66)
H (2.22, -0.14, -2.53)
H (-0.24, 3.57, 0.49)
H (0.84, 2.20, 0.68)
H (0.25, -4.32, 0.37)
H (3.40, -0.31, -0.19)
C (1.78, -0.43, -1.59)
H (1.65, -4.07, 1.57)
H (-3.67, 2.30, -0.64)
C (1.69, -1.34, 0.64)
H (-0.80, 0.03, 2.04)
C (0.98, -3.66, 0.81)
N (1.02, -2.48, 0.41)
H (3.14, -1.93, -0.88)
Si (-1.46, 1.43, 0.09)
H (-2.18, 1.04, 2.44)
O (-0.62, -0.17, -1.08)
C (0.03, 2.60, 0.07)
C (0.52, -0.30, -1.35)
C (-2.89, 1.71, -1.11)
H (-2.42, -0.42, 1.50)
O (1.37, -0.51, 1.46)
H (-2.58, 2.25, -2.00)
C (2.65, -1.03, -0.51)

Calculated values
HOMO-LUMO gap (alpha / beta)	7.7 / 6.8	eV
spin multiplicity	3
highest occupied orbital energy (alpha / beta)	-10.411 / -13.489	eV
lowest unoccupied orbital energy (alpha / beta)	-2.751 / -6.724	eV
charge	+1

These are the natural (NBO) partial charges, in e, on atoms 1 to 4: number 1, H, carries 0.27; number 2, H, carries 0.26; number 3, C, carries -1.17; number 4, H, carries 0.21

***

ORCA calculation (the ωB97M-V functional and the def2-TZVPD basis) on a 2-piece molecular cluster, C8H14NOP overall at a distorted geometry.

CARTESIAN COORDINATES (ANGSTROEM)
C (0.67, -0.55, -2.74)
H (-0.21, 1.68, 0.44)
H (-1.48, 2.64, -1.42)
H (0.73, -1.23, -1.89)
H (-2.38, 1.14, -1.66)
H (0.10, -2.05, 4.46)
H (-2.27, -0.62, 0.32)
C (-1.92, 1.79, -0.91)
C (2.39, 0.85, -1.13)
C (-1.60, 0.03, 0.90)
H (2.76, 1.77, -0.68)
P (0.89, 1.19, -2.15)
C (-0.65, -0.79, 1.68)
C (-0.88, 1.04, -0.13)
H (-2.19, 0.64, 1.57)
H (2.15, 0.13, -0.35)
H (1.79, -2.63, 2.32)
H (3.18, 0.44, -1.77)
C (0.10, -1.77, 3.43)
C (0.91, -2.04, 2.37)
H (-2.73, 2.16, -0.26)
N (0.41, -1.40, 1.27)
H (1.44, -0.80, -3.46)
H (-0.30, -0.65, -3.22)
O (-0.90, -0.97, 2.99)

Calculated values
HOMO-LUMO gap (alpha / beta)	7.7 / 7.9	eV
highest occupied orbital energy (alpha / beta)	-7.574 / -7.897	eV
lowest unoccupied orbital energy (alpha / beta)	0.099 / 0.045	eV
relative energy (zero: lowest compared OMol25 entry of this formula, charge and spin)	61.9	kcal per mole
charge	0

These are the natural (NBO) partial charges, in e, on atoms 1 to 4: number 1, C, carries -0.96; number 2, H, carries 0.17; number 3, H, carries 0.22; number 4, H, carries 0.24

***

ORCA calculation (the ωB97M-V functional and the def2-TZVPD basis) on C8H14NP as an isolated structure at a distorted geometry.

CARTESIAN COORDINATES (ANGSTROEM)
C (0.13, -0.85, 0.74)
C (-1.17, 2.42, 0.29)
H (-1.39, 3.41, 0.62)
H (0.64, -0.96, 1.69)
C (-0.94, 1.24, 1.19)
H (2.26, -1.32, -0.72)
H (-1.24, 1.78, -3.15)
H (-1.37, 0.55, -1.81)
H (-0.15, -2.59, 3.85)
C (1.80, -2.18, -0.40)
P (2.16, 1.38, -2.11)
H (-1.90, 1.11, 1.66)
C (0.62, 1.41, -2.13)
H (0.31, -2.62, 4.50)
N (-0.71, 0.04, 0.47)
C (-1.13, 2.58, -1.06)
H (2.24, -2.44, 0.68)
H (-0.02, 1.40, 1.84)
H (-0.24, -2.85, 0.08)
H (-1.17, 3.53, -1.54)
H (2.08, -2.88, -1.17)
C (-0.85, 1.51, -2.15)
H (-0.26, -1.73, -1.09)
C (0.30, -1.94, -0.25)

Calculated values
HOMO-LUMO gap	9.7	eV
highest occupied orbital energy	-8.776	eV
lowest unoccupied orbital energy	0.896	eV
relative energy (zero: lowest compared OMol25 entry of this formula, charge and spin)	78.8	kcal per mole
charge	0

These are the natural (NBO) partial charges, in e, on atoms 1 to 4: number 1, C, carries 0.16; number 2, C, carries -0.19; number 3, H, carries 0.22; number 4, H, carries 0.15

***

ORCA calculation (the ωB97M-V functional and the def2-TZVPD basis) on a 2-piece molecular cluster, C8H14O overall at a distorted geometry.

CARTESIAN COORDINATES (ANGSTROEM)
C (0.95, -0.22, -1.78)
H (-0.05, -0.28, 2.47)
C (-0.04, 0.92, 0.65)
H (2.02, -0.18, -1.60)
C (-0.71, 0.37, 1.90)
H (-1.53, -2.13, -0.90)
C (-2.16, -0.11, -1.23)
H (2.00, 0.54, 1.24)
H (-1.67, 1.01, -0.95)
H (1.38, 2.13, 1.68)
H (-3.21, -0.21, -1.48)
O (-0.75, 1.71, -0.08)
H (1.81, -2.04, -0.01)
H (1.82, 1.80, 0.00)
H (-1.00, 1.22, 2.53)
C (0.21, -0.75, -0.57)
H (0.60, 0.78, -2.02)
C (0.80, -1.71, 0.19)
C (1.39, 1.38, 0.90)
C (-1.32, -1.07, -0.96)
H (0.30, -2.15, 1.04)
H (-1.62, -0.17, 1.64)
H (0.77, -0.85, -2.66)

Calculated values
HOMO-LUMO gap	8.2	eV
highest occupied orbital energy	-8.785	eV
lowest unoccupied orbital energy	-0.605	eV
relative energy (zero: lowest compared OMol25 entry of this formula, charge and spin)	86.7	kcal per mole
SMILES	C=CC(=C)C.CC(C)=O
charge	0

These are the natural (NBO) partial charges, in e, on atoms 1 to 4: number 1, C, carries -0.65; number 2, H, carries 0.21; number 3, C, carries 0.59; number 4, H, carries 0.20

***

ORCA calculation (the ωB97M-V functional and the def2-TZVPD basis) on an isolated molecule of C8H14O at a distorted geometry.

CARTESIAN COORDINATES (ANGSTROEM)
H (1.11, 2.41, -0.13)
H (-0.52, -2.26, 0.75)
H (-0.01, 2.18, -1.47)
C (-0.54, -2.01, -0.31)
O (2.78, 0.55, -0.28)
H (-4.11, 0.10, -0.92)
C (-3.17, -0.27, -0.50)
C (0.18, 1.91, -0.43)
H (-3.24, -0.88, 0.39)
C (-0.59, -0.53, -0.52)
C (-2.00, 0.03, -1.07)
C (1.78, 0.25, 1.87)
H (1.65, 1.33, 2.03)
H (2.69, 0.34, -1.23)
H (-0.62, 2.29, 0.20)
H (2.75, -0.02, 2.29)
H (1.00, -0.28, 2.43)
C (1.72, -0.10, 0.39)
H (-1.40, -2.51, -0.76)
C (0.30, 0.42, -0.29)
H (0.35, -2.44, -0.80)
H (-1.97, 0.68, -1.94)
H (1.87, -1.17, 0.27)

Calculated values
HOMO-LUMO gap	9.7	eV
highest occupied orbital energy	-8.834	eV
lowest unoccupied orbital energy	0.854	eV
relative energy (zero: lowest compared OMol25 entry of this formula, charge and spin)	27.0	kcal per mole
SMILES	C=C/C(C)=C(\C)[C@H](C)O
charge	0

These are the natural (NBO) partial charges, in e, on atoms 1 to 4: number 1, H, carries 0.24; number 2, H, carries 0.22; number 3, H, carries 0.22; number 4, C, carries -0.66